1.
ORCA calculation (ωB97M-V with the def2-TZVPD basis set) on 2 unconnected molecules or ions with the total composition C2H7N3O.

Results
- HOMO-LUMO gap: 0.3778 Ha
- Relative energy (zero: lowest compared OMol25 entry of this formula, charge and spin): 1.726 eV
- Structure (SMILES): [H]/N=C/N.NC=O
- Highest occupied orbital energy: -9.3 eV

CARTESIAN COORDINATES (ANGSTROEM)
O  2.363  0.094  0.295
N  0.664  1.618  0.145
N  -1.797  0.078  0.060
N  -0.139  -1.584  -0.195
C  -1.398  -1.118  0.214
C  1.868  1.107  -0.155
H  2.350  1.668  -0.973
H  0.670  -1.183  0.277
H  -0.098  1.133  0.594
H  -2.059  -1.900  0.608
H  -2.745  0.105  -0.269
H  -0.207  -2.563  -0.388
H  0.529  2.545  -0.214

Results of the Löwdin charge analysis, in e, for atoms 1 through 2: -0.021, 0.130

2.
ORCA calculation (ωB97M-V with the def2-TZVPD basis set) on a molecular structure, C31H35ClLaN2Si2.

Results
- HOMO-LUMO gap (spin up / spin down): 0.1608 / 0.1853 Ha
- Relative energy (zero: lowest compared OMol25 entry of this formula, charge and spin): 1.857 eV
- Charge: +1
- Highest occupied orbital energy (spin up / spin down): -7.3 / -7.8 eV

CARTESIAN COORDINATES (ANGSTROEM)
La  1.015  1.862  2.398
Cl  -1.528  -2.197  1.127
Si  -0.446  -0.457  0.541
Si  -1.263  -3.087  -0.966
N  1.597  2.384  4.914
N  -0.962  1.895  4.037
C  1.555  4.540  2.694
C  -0.213  3.926  1.328
C  1.004  3.750  0.591
C  2.098  4.125  1.442
C  0.509  -5.191  -1.727
C  3.330  -2.127  0.201
C  -2.307  -2.399  -2.327
C  3.616  0.252  -0.170
C  4.151  -1.038  -0.120
C  -2.297  1.445  -0.361
C  2.237  0.443  0.009
C  -1.069  1.844  -2.843
C  -2.168  2.625  -2.471
C  1.988  -1.923  0.509
C  1.146  -2.969  -2.452
C  -1.184  0.662  -0.724
C  -3.398  -1.558  -2.043
C  -2.786  2.421  -1.230
C  1.609  -5.727  -2.403
C  -4.180  -1.026  -3.069
C  -2.098  -2.782  -3.674
C  1.390  -0.657  0.334
C  -0.564  0.880  -1.967
C  -3.935  -1.374  -4.402
C  2.278  -3.500  -3.075
C  2.506  -4.882  -3.072
C  -2.894  -2.262  -4.701
C  0.663  1.784  5.955
C  0.129  4.419  2.626
C  -0.778  1.961  5.555
C  0.265  -3.799  -1.744
H  5.212  -1.203  -0.332
H  -3.661  3.012  -0.947
H  -0.572  4.765  3.385
H  1.384  -2.766  0.857
H  1.756  -6.809  -2.436
H  3.364  -5.297  -3.611
H  1.547  3.411  5.001
H  -1.396  1.176  6.002
H  -3.630  -1.319  -1.003
H  -1.213  3.810  0.925
H  1.060  3.481  -0.462
H  -2.549  3.386  -3.155
H  -1.307  -3.495  -3.921
H  -1.575  1.105  3.816
H  2.972  -2.826  -3.584
H  1.834  1.456  -0.193
H  -2.004  -4.233  -0.405
H  -1.543  2.691  3.747
H  -2.783  1.302  0.609
H  0.330  0.322  -2.259
H  3.745  -3.141  0.207
H  -4.562  -0.966  -5.199
H  -2.703  -2.557  -5.737
H  -4.998  -0.344  -2.821
H  -0.189  -5.851  -1.209
H  2.566  2.200  5.184
H  -0.591  1.987  -3.814
H  0.840  2.278  6.918
H  0.896  0.720  6.071
H  4.271  1.112  -0.363
H  -0.611  0.244  1.864
H  0.966  -1.897  -2.488
H  2.119  4.947  3.533
H  3.155  4.109  1.184
H  -1.149  2.928  5.917

Results of the Löwdin charge analysis, in e, for atoms 1 through 2: 1.600, 0.485

3.
ORCA calculation (ωB97M-V with the def2-TZVPD basis set) on a molecular structure, C32H27BaN6O2S.

Results
- HOMO-LUMO gap: 0.2390 Ha
- Relative energy (zero: lowest compared OMol25 entry of this formula, charge and spin): 0.499 eV
- Charge: +1
- Highest occupied orbital energy: -10.2 eV

CARTESIAN COORDINATES (ANGSTROEM)
Ba  -1.740  -1.412  0.197
S  -3.764  -1.119  -1.914
O  4.765  -0.924  5.527
O  4.190  1.101  4.859
N  0.824  -2.602  0.773
N  -1.088  0.459  2.066
N  -2.236  1.090  -0.397
N  -0.817  -3.677  -1.206
N  -3.685  0.904  -3.555
N  -2.629  1.412  -1.646
C  1.147  -0.758  -2.179
C  -1.921  5.458  -1.273
C  -3.299  0.500  -2.324
C  0.532  -5.654  -1.175
C  1.682  -2.046  1.751
C  1.092  -3.735  0.263
C  2.856  -0.114  2.567
C  -0.425  -0.357  -3.959
C  1.282  0.615  -1.995
C  -1.605  2.012  0.263
C  -1.270  3.358  -0.282
C  -0.645  2.519  3.863
C  2.055  -0.713  1.611
C  2.105  -2.769  2.864
C  0.570  1.498  -2.795
C  0.295  -1.242  -3.168
C  3.273  -0.828  3.686
C  -0.745  0.216  3.332
C  -1.209  1.733  1.661
C  0.238  -4.367  -0.749
C  2.899  -2.161  3.821
C  -0.525  1.201  4.274
C  0.055  3.792  -0.273
C  -1.382  -5.542  -2.593
C  -0.975  2.789  2.546
C  -0.598  5.877  -1.272
C  -1.597  -4.253  -2.115
C  -0.298  -6.255  -2.113
C  -0.283  1.011  -3.774
C  -2.257  4.202  -0.788
C  0.391  5.041  -0.772
C  4.140  -0.243  4.770
H  -1.092  -0.735  -4.723
H  0.677  2.566  -2.656
H  3.239  -2.706  4.692
H  -2.057  -5.964  -3.325
H  3.561  1.523  4.263
H  -0.487  3.332  4.561
H  1.974  0.999  -1.253
H  -0.634  -0.832  3.604
H  1.996  -4.287  0.537
H  -1.078  3.808  2.203
H  -2.695  6.110  -1.659
H  -0.098  -7.260  -2.460
H  -4.286  0.316  -4.100
H  0.828  3.143  0.126
H  1.743  -1.445  -1.590
H  -3.550  1.868  -3.810
H  -3.285  3.868  -0.805
H  1.790  -3.798  2.993
H  1.426  5.364  -0.768
H  -0.264  0.941  5.291
H  -0.840  1.701  -4.393
H  3.169  0.913  2.411
H  0.213  -2.307  -3.342
H  1.395  -6.174  -0.777
H  -2.426  -3.655  -2.482
H  -0.338  6.856  -1.656
H  1.721  -0.158  0.741

Results of the Löwdin charge analysis, in e, for atoms 1 through 2: 1.676, 0.380

4.
ORCA calculation (ωB97M-V with the def2-TZVPD basis set) on a molecular structure, C24H28AgCl3N4.

Results
- <S²>: 0.766
- Spin multiplicity: 2
- HOMO-LUMO gap (spin up / spin down): 0.1930 / 0.1776 Ha
- Relative energy (zero: lowest compared OMol25 entry of this formula, charge and spin): 0.407 eV
- Charge: +3
- Highest occupied orbital energy (spin up / spin down): -14.8 / -14.4 eV

CARTESIAN COORDINATES (ANGSTROEM)
Ag  3.348  3.201  1.274
Cl  4.955  4.379  -0.795
Cl  4.271  0.587  0.996
Cl  3.832  5.400  2.940
N  1.284  -3.207  2.606
N  -0.122  3.343  4.734
N  -3.964  -2.218  -5.083
N  1.736  1.119  -2.651
C  -4.175  -1.103  -4.305
C  -0.289  4.731  5.331
C  -1.774  -0.769  -4.110
C  -0.968  2.313  5.236
C  -2.735  -2.604  -5.333
C  3.035  1.625  -2.209
C  1.697  -0.214  -2.737
C  -1.615  -1.890  -4.918
C  0.922  3.006  3.970
C  0.546  -0.804  -3.149
C  -5.128  -2.918  -5.731
C  1.506  -4.561  2.144
C  0.891  -3.019  3.883
C  -3.079  -0.372  -3.784
C  -0.558  -0.063  -3.587
C  0.541  -0.697  3.415
C  0.296  0.660  3.908
C  0.644  1.925  -2.829
C  0.587  -1.748  4.338
C  1.186  1.698  3.596
C  0.908  -0.990  2.078
C  -0.731  1.024  4.817
C  1.229  -2.257  1.719
C  -0.515  1.340  -3.351
H  -0.626  -2.279  -5.108
H  2.254  -4.979  2.818
H  0.967  -3.844  4.575
H  2.923  2.001  -1.192
H  1.501  -2.533  0.711
H  -1.447  0.312  5.198
H  -4.915  -3.979  -5.602
H  2.034  1.446  2.976
H  -2.639  -3.536  -5.871
H  0.557  -5.095  2.096
H  -0.155  4.768  6.412
H  -5.317  -2.555  -6.741
H  -3.407  0.483  -3.213
H  2.545  -0.834  -2.487
H  0.809  2.984  -2.693
H  -1.308  4.968  5.026
H  0.886  -0.301  1.247
H  -5.165  -0.676  -4.250
H  3.814  0.867  -2.288
H  3.305  2.439  -2.882
H  0.412  -1.568  5.388
H  0.508  -1.880  -3.238
H  0.307  5.443  4.760
H  -6.086  -2.746  -5.240
H  -1.277  2.068  -3.585
H  1.475  3.887  3.679
H  -1.717  2.692  5.915
H  2.002  -4.469  1.177

Results of the Löwdin charge analysis, in e, for atoms 1 through 2: 0.360, -0.050

5.
ORCA calculation (ωB97M-V with the def2-TZVPD basis set) on a gas-phase ion, C6H13ClN3O (charge +1).

Results
- HOMO-LUMO gap: 0.3696 Ha
- Relative energy (zero: lowest compared OMol25 entry of this formula, charge and spin): 0.000 eV
- Structure (SMILES): C/[NH+]=C1/C[C@H](Cl)N[C@@H](OC)N1
- Charge: +1
- Highest occupied orbital energy: -13.3 eV

CARTESIAN COORDINATES (ANGSTROEM)
Cl  -3.685  -1.401  0.082
O  -0.924  1.745  0.565
N  0.407  0.186  -0.270
N  1.335  -1.831  0.155
N  -1.953  0.270  -1.037
C  -0.635  1.100  -0.598
C  0.299  -1.142  -0.198
C  -1.051  -1.726  -0.156
C  -2.086  -0.727  0.031
C  -0.898  3.098  0.752
C  2.728  -1.384  0.330
H  -1.853  -0.209  1.109
H  1.141  -2.798  0.508
H  -0.901  -2.286  0.729
H  -2.726  0.860  -1.077
H  0.043  3.502  0.794
H  -1.447  3.282  1.779
H  -1.465  3.748  -0.008
H  1.163  0.640  0.174
H  2.678  -0.554  1.040
H  -1.331  -2.494  -0.840
H  -0.357  1.714  -1.583
H  3.372  -2.223  0.604
H  2.935  -0.996  -0.563

Results of the Löwdin charge analysis, in e, for atoms 1 through 2: 0.735, -0.138

6.
ORCA calculation (ωB97M-V with the def2-TZVPD basis set) on a molecular structure, C5H8O3.

Results
- HOMO-LUMO gap: 0.3419 Ha
- Relative energy (zero: lowest compared OMol25 entry of this formula, charge and spin): 11.770 eV
- Highest occupied orbital energy: -8.8 eV

CARTESIAN COORDINATES (ANGSTROEM)
O  1.258  1.137  -1.295
O  -0.974  0.774  -0.519
O  0.634  -0.503  0.962
C  -0.813  -0.634  -0.676
C  1.336  1.500  0.213
C  0.035  0.771  0.508
C  -1.341  -2.111  -0.036
C  -0.604  -1.117  0.613
H  -1.369  -0.630  1.366
H  -0.164  -0.844  -1.441
H  1.308  2.938  0.481
H  -0.443  1.276  1.215
H  2.388  1.010  0.748
H  -1.303  -2.937  -1.002
H  -2.401  -2.101  0.390
H  2.452  1.471  -1.526

Results of the Löwdin charge analysis, in e, for atoms 1 through 2: -0.212, 0.024